Density functional theory data (ωB97M-V with the def2-TZVPD basis set) for a structure of composition C22H16Co2NO7 in a non-equilibrium geometry.

As for the total charge: -1. The frontier orbital gap comes out at 5.55 eV. The LUMO energy comes out at 0.08904 Eh. The energy comes out at -114141.147 eV. The value obtained for the relative energy (zero: lowest compared OMol25 entry of this formula, charge and spin) is 702.8 kJ/mol.

Last column: Mulliken charge in e.
CARTESIAN COORDINATES (ANGSTROEM)
Co 4.197 -5.472 2.734  0.045
Co 4.296 -3.422 1.550  0.066
O 4.139 -0.529 1.500  -0.676
O 5.906 -7.780 3.205  -0.440
O 1.665 -6.550 3.620  -0.413
O 4.742 -2.286 -1.095  -0.445
O -0.120 1.529 0.940  -0.435
O 2.620 -0.461 3.999  -0.668
O 3.718 -5.782 -0.093  -0.569
N 1.483 -3.215 3.110  0.105
C 5.239 -6.841 3.018  0.171
C 8.673 -2.693 2.927  -0.688
C 0.916 -2.090 2.364  -0.620
C 2.801 -2.915 3.973  0.614
C -0.668 -0.301 2.342  -0.664
C 0.880 2.178 0.123  -0.724
C 3.139 -1.454 3.487  0.424
C 2.690 -6.137 3.263  0.030
C 1.248 -1.856 1.036  -0.295
C 9.017 -2.572 4.279  -0.358
C 6.485 -3.584 3.554  0.489
C 4.588 -2.718 -0.015  0.409
C -0.010 0.194 1.186  0.577
C 3.968 -5.183 0.904  -0.315
C 3.878 -1.533 2.148  0.159
C 5.161 -4.036 3.147  1.097
C 7.433 -3.222 2.568  -0.236
C 6.862 -3.503 4.913  -0.364
C -0.165 -1.444 2.948  -0.482
C 0.796 -0.683 0.420  -0.519
C 3.746 -3.875 3.318  -0.862
C 8.113 -2.989 5.266  -0.625
H 7.169 -3.348 1.511  0.255
H 8.376 -2.917 6.324  0.359
H 0.714 -3.676 3.627  0.518
H 3.461 -2.704 4.902  0.269
H 1.895 1.974 0.484  0.327
H 1.817 -3.906 2.414  0.263
H 6.150 -3.847 5.668  0.423
H 0.650 3.235 0.228  0.245
H 9.986 -2.160 4.558  0.354
H 9.363 -2.381 2.139  0.354
H -1.441 0.306 2.807  0.378
H -0.616 -1.841 3.863  0.298
H 0.782 1.873 -0.924  0.306
H 2.150 -3.279 4.852  0.051
H 1.818 -2.577 0.433  0.523
H 1.144 -0.384 -0.577  0.290